C22H53N4O17S5 | ωB97M-V with the def2-TZVPD basis set

Summary:
Strongest force on any atom ... 6.56 eV/A
HOMO-LUMO gap ... 8.868 eV
Total charge ... +1
Highest occupied orbital energy ... -12.3 eV

Bonds (Å) are listed after each position.
Element x y z (Å)
1 C 3.141 1.369 2.215  C2 1.612, H14 1.142, H15 1.144, H16 1.153
2 C 1.943 1.708 3.239  C1 1.612, C3 1.610, H17 1.144, H18 1.142
3 C 0.630 0.955 2.692  C2 1.610, O4 1.260, O5 1.437
4 O 0.087 1.236 1.590  C3 1.260
5 O 0.040 -0.052 3.531  C3 1.437, C6 1.469
6 C -1.138 0.584 4.136  O5 1.469, C7 1.603, H19 1.140, H20 1.154
7 C -2.506 -0.117 3.681  C6 1.603, N8 1.494, H21 1.154, H22 1.151
8 N -3.486 0.790 3.012  C7 1.494, C9 1.442, N13 1.352
9 C -4.635 0.296 2.294  N8 1.442, N10 1.466, H23 1.143
10 N -5.431 1.395 1.740  C9 1.466, C11 1.435
11 C -4.645 2.511 2.181  N10 1.435, N12 1.361, N13 1.441
12 N -4.805 3.854 2.036  C11 1.361, H24 1.033, H25 1.034
13 N -3.475 2.140 2.937  N8 1.352, C11 1.441, H26 1.025
14 H 2.811 1.715 1.178  C1 1.142
15 H 4.074 1.909 2.599  C1 1.144
16 H 3.332 0.236 2.125  C1 1.153
17 H 2.200 1.287 4.271  C2 1.144
18 H 1.739 2.824 3.372  C2 1.142
19 H -1.095 1.703 3.917  C6 1.140
20 H -1.046 0.436 5.277  C6 1.154
21 H -2.212 -0.941 2.929  C7 1.154
22 H -3.015 -0.562 4.613  C7 1.151
23 H -4.918 -0.802 2.151  C9 1.143
24 H -5.621 4.309 2.476  N12 1.033
25 H -4.083 4.407 1.546  N12 1.034
26 H -2.813 2.822 3.320  N13 1.025
27 O 3.445 5.208 1.234  S28 1.440
28 S 3.587 6.186 2.282  O27 1.440, O29 1.440, O30 1.617, C33 1.769
29 O 3.197 5.906 3.640  S28 1.440
30 O 2.892 7.567 1.812  S28 1.617, C31 1.427
31 C 1.525 7.538 1.400  O30 1.427, C32 1.517, H34 1.094, H35 1.093
32 C 0.586 7.436 2.587  C31 1.517, H36 1.092, H37 1.093, H38 1.093
33 C 5.257 6.770 2.292  S28 1.769, H39 1.090, H40 1.090, H41 1.090
34 H 1.355 6.725 0.688  C31 1.094
35 H 1.334 8.475 0.872  C31 1.093
36 H 0.692 6.474 3.093  C32 1.092
37 H -0.454 7.534 2.265  C32 1.093
38 H 0.805 8.214 3.322  C32 1.093
39 H 5.549 7.023 1.273  C33 1.090
40 H 5.889 5.971 2.678  C33 1.090
41 H 5.321 7.642 2.943  C33 1.090
42 O -5.115 -1.515 0.039  S43 1.444
43 S -4.704 -1.707 -1.332  O42 1.444, O44 1.436, O45 1.614, C48 1.770
44 O -5.514 -1.265 -2.433  S43 1.436
45 O -4.324 -3.260 -1.553  S43 1.614, C46 1.431
46 C -5.297 -4.257 -1.224  O45 1.431, C47 1.516, H49 1.094, H50 1.093
47 C -6.385 -4.345 -2.276  C46 1.516, H51 1.092, H52 1.093, H53 1.091
48 C -3.075 -1.046 -1.537  S43 1.770, H54 1.090, H55 1.090, H56 1.090
49 H -5.718 -4.072 -0.231  C46 1.094
50 H -4.767 -5.212 -1.176  C46 1.093
51 H -6.989 -3.435 -2.295  C47 1.092
52 H -7.051 -5.187 -2.073  C47 1.093
53 H -5.952 -4.467 -3.269  C47 1.091
54 H -2.441 -1.408 -0.727  C48 1.090
55 H -3.148 0.041 -1.501  C48 1.090
56 H -2.686 -1.361 -2.505  C48 1.090
57 O -5.144 -6.231 -4.448  S58 1.441
58 S -3.846 -6.220 -5.074  O57 1.441, O59 1.439, O60 1.615, C63 1.770
59 O -3.282 -5.018 -5.627  S58 1.439
60 O -3.793 -7.385 -6.191  S58 1.615, C61 1.429
61 C -4.793 -7.398 -7.212  O60 1.429, C62 1.517, H64 1.094, H65 1.093
62 C -4.533 -6.337 -8.265  C61 1.517, H66 1.092, H67 1.093, H68 1.093
63 C -2.669 -6.926 -3.957  S58 1.770, H69 1.090, H70 1.090, H71 1.090
64 H -5.790 -7.288 -6.776  C61 1.094
65 H -4.753 -8.384 -7.681  C61 1.093
66 H -4.645 -5.334 -7.849  C62 1.092
67 H -5.235 -6.438 -9.096  C62 1.093
68 H -3.513 -6.416 -8.649  C62 1.093
69 H -3.071 -7.859 -3.562  C63 1.090
70 H -2.505 -6.214 -3.149  C63 1.090
71 H -1.735 -7.101 -4.493  C63 1.090
72 O 2.460 0.123 -6.103  S73 1.439
73 S 1.081 0.367 -5.770  O72 1.439, O74 1.439, O75 1.618, C78 1.769
74 O 0.601 1.684 -5.443  S73 1.439
75 O 0.636 -0.655 -4.597  S73 1.618, C76 1.427
76 C 1.401 -0.684 -3.393  O75 1.427, C77 1.517, H79 1.094, H80 1.093
77 C 1.097 0.511 -2.508  C76 1.517, H81 1.092, H82 1.093, H83 1.093
78 C 0.058 -0.300 -7.051  S73 1.769, H84 1.090, H85 1.090, H86 1.090
79 H 2.470 -0.749 -3.616  C76 1.094
80 H 1.125 -1.600 -2.865  C76 1.093
81 H 1.435 1.440 -2.971  C77 1.092
82 H 1.599 0.414 -1.542  C77 1.093
83 H 0.021 0.605 -2.342  C77 1.093
84 H 0.389 -1.313 -7.276  C78 1.090
85 H 0.165 0.335 -7.929  C78 1.090
86 H -0.979 -0.296 -6.713  C78 1.090
87 O 6.103 0.986 3.913  S88 1.441
88 S 6.366 0.323 5.165  O87 1.441, O89 1.439, O90 1.615, C93 1.770
89 O 6.319 1.025 6.419  S88 1.439
90 O 7.775 -0.460 5.057  S88 1.615, C91 1.429
91 C 8.939 0.277 4.677  O90 1.429, C92 1.517, H94 1.094, H95 1.093
92 C 9.464 1.123 5.821  C91 1.517, H96 1.092, H97 1.093, H98 1.093
93 C 5.326 -1.103 5.284  S88 1.770, H99 1.090, H100 1.090, H101 1.090
94 H 8.736 0.887 3.792  C91 1.094
95 H 9.699 -0.456 4.396  C91 1.093
96 H 8.763 1.921 6.076  C92 1.092
97 H 10.417 1.586 5.552  C92 1.093
98 H 9.604 0.516 6.718  C92 1.093
99 H 5.386 -1.665 4.352  C93 1.090
100 H 4.305 -0.760 5.452  C93 1.090
101 H 5.657 -1.712 6.126  C93 1.090